1.
{"formula": "C37H86CdNO16Zn", "method": "ωB97M-V/def2-TZVPD", "species": ["Zn", "Cd", "C", "C", "C", "C", "C", "C", "N", "O", "C", "C", "C", "H", "H", "H", "H", "H", "H", "H", "H", "H", "H", "H", "H", "H", "H", "H", "H", "H", "H", "C", "C", "C", "O", "C", "C", "C", "O", "O", "O", "H", "H", "C", "C", "O", "H", "H", "H", "H", "H", "H", "C", "C", "O", "H", "H", "H", "H", "H", "H", "C", "C", "O", "H", "H", "H", "H", "H", "H", "C", "C", "O", "H", "H", "H", "H", "H", "H", "C", "C", "O", "H", "H", "H", "H", "H", "H", "C", "C", "O", "H", "H", "H", "H", "H", "H", "C", "C", "O", "H", "H", "H", "H", "H", "H", "C", "C", "O", "H", "H", "H", "H", "H", "H", "C", "C", "O", "H", "H", "H", "H", "H", "H", "C", "C", "O", "H", "H", "H", "H", "H", "H", "C", "C", "O", "H", "H", "H", "H", "H", "H"], "xyz": [[-14.04, -16.90, -2.67], [-8.60, -13.73, -7.52], [-15.14, -21.44, -1.81], [-13.77, -21.22, -1.21], [-13.04, -22.52, -0.92], [-12.51, -23.09, -2.25], [-11.51, -22.15, -2.90], [-12.09, -20.75, -3.20], [-12.89, -20.28, -2.00], [-13.38, -18.90, -2.09], [-12.93, -20.93, -4.52], [-10.89, -19.84, -3.50], [-13.97, -20.72, 0.24], [-15.08, -21.81, -2.83], [-15.71, -20.51, -1.77], [-15.72, -22.18, -1.26], [-13.73, -23.24, -0.46], [-12.20, -22.40, -0.24], [-13.29, -23.42, -2.93], [-11.96, -23.98, -1.95], [-11.05, -22.53, -3.81], [-10.68, -22.00, -2.20], [-13.67, -21.73, -4.46], [-12.25, -21.10, -5.35], [-13.52, -20.04, -4.75], [-11.17, -18.85, -3.85], [-10.23, -20.27, -4.26], [-10.22, -19.61, -2.67], [-14.35, -19.70, 0.11], [-13.06, -20.49, 0.81], [-14.72, -21.29, 0.78], [-11.84, -16.10, -6.25], [-12.27, -16.25, -4.99], [-11.55, -15.67, -3.80], [-11.97, -15.91, -2.58], [-10.48, -14.85, -3.96], [-10.08, -14.48, -5.28], [-10.73, -15.26, -6.51], [-10.19, -15.00, -7.62], [-9.29, -13.63, -5.57], [-13.29, -17.02, -4.89], [-12.37, -16.60, -7.05], [-9.97, -14.43, -3.11], [-12.36, -19.46, -8.18], [-13.72, -18.80, -8.35], [-14.34, -18.72, -7.12], [-12.37, -20.28, -7.47], [-11.63, -18.73, -7.84], [-12.01, -19.86, -9.13], [-14.40, -19.44, -8.91], [-13.63, -17.81, -8.79], [-13.94, -18.01, -6.61], [-11.20, -10.51, -6.97], [-10.98, -11.91, -7.63], [-9.68, -12.05, -8.07], [-11.11, -9.64, -7.62], [-10.55, -10.40, -6.10], [-12.23, -10.48, -6.63], [-11.64, -11.87, -8.50], [-11.23, -12.71, -6.94], [-9.52, -11.23, -8.55], [-12.29, -14.22, -10.00], [-13.23, -13.33, -10.75], [-14.61, -13.71, -10.48], [-11.22, -14.08, -10.12], [-12.38, -15.28, -10.23], [-12.39, -14.11, -8.92], [-13.05, -13.29, -11.83], [-13.14, -12.32, -10.36], [-14.71, -14.66, -10.63], [-7.53, -10.86, -4.23], [-6.73, -11.70, -3.32], [-6.89, -13.09, -3.62], [-8.47, -11.36, -4.45], [-6.85, -10.61, -5.04], [-7.79, -9.97, -3.66], [-7.01, -11.45, -2.30], [-5.66, -11.47, -3.35], [-7.71, -13.21, -4.10], [-8.87, -12.96, -11.45], [-7.78, -13.47, -10.44], [-8.39, -14.35, -9.51], [-8.48, -12.13, -12.04], [-9.80, -12.59, -11.00], [-9.21, -13.76, -12.11], [-7.38, -12.58, -9.97], [-6.96, -13.86, -11.05], [-8.43, -15.20, -9.95], [-7.58, -16.79, -2.72], [-8.57, -17.08, -1.63], [-9.04, -15.87, -1.07], [-7.40, -17.75, -3.22], [-6.60, -16.48, -2.36], [-7.89, -16.08, -3.50], [-8.11, -17.74, -0.89], [-9.38, -17.65, -2.07], [-9.97, -15.76, -1.30], [-16.82, -17.39, -5.26], [-16.36, -18.35, -4.17], [-15.92, -17.61, -3.08], [-16.01, -16.71, -5.53], [-17.68, -16.80, -4.93], [-17.16, -17.93, -6.15], [-15.63, -19.04, -4.59], [-17.22, -18.99, -3.99], [-16.73, -17.35, -2.62], [-10.59, -17.61, -10.46], [-9.68, -16.88, -11.38], [-8.42, -16.66, -10.76], [-10.15, -18.60, -10.31], [-11.55, -17.70, -10.98], [-10.69, -17.16, -9.47], [-10.17, -15.92, -11.55], [-9.46, -17.42, -12.30], [-8.01, -17.52, -10.63], [-14.20, -12.98, -6.33], [-15.72, -13.29, -6.52], [-16.26, -13.97, -5.39], [-13.63, -13.90, -6.28], [-14.02, -12.38, -5.44], [-13.79, -12.44, -7.18], [-15.76, -13.97, -7.38], [-16.32, -12.41, -6.73], [-17.17, -14.12, -5.65], [-11.37, -11.49, -3.18], [-11.31, -9.90, -3.16], [-12.43, -9.49, -3.94], [-11.23, -11.86, -4.19], [-12.32, -11.85, -2.78], [-10.59, -11.92, -2.55], [-10.40, -9.55, -3.66], [-11.36, -9.57, -2.12], [-12.43, -8.53, -3.89], [-11.35, -13.54, 1.61], [-11.91, -14.17, 0.36], [-13.27, -14.29, 0.49], [-10.26, -13.44, 1.59], [-11.47, -14.18, 2.49], [-11.77, -12.56, 1.82], [-11.49, -15.17, 0.22], [-11.74, -13.54, -0.52], [-13.65, -13.44, 0.74]], "lumo_energy_ev": [-6.27, -6.26], "energy_ev": -126976.1855, "charge": 2, "spin_multiplicity": 2, "e_above_lowest_kj_mol": 2.3, "homo_lumo_gap_ev": [7.26, 7.26]}

---

2.
{"formula": "C37H92B2IN6O13", "method": "ωB97M-V/def2-TZVPD", "species": ["C", "C", "O", "B", "O", "C", "C", "B", "C", "O", "C", "N", "I", "C", "O", "C", "O", "C", "C", "O", "C", "C", "C", "O", "C", "C", "C", "C", "O", "H", "H", "H", "H", "H", "H", "H", "H", "H", "H", "H", "H", "H", "H", "H", "H", "H", "H", "H", "H", "H", "H", "H", "H", "H", "H", "H", "H", "H", "H", "H", "H", "H", "H", "H", "H", "H", "C", "C", "C", "O", "C", "N", "H", "H", "H", "H", "H", "H", "H", "H", "H", "H", "H", "C", "C", "C", "O", "C", "N", "H", "H", "H", "H", "H", "H", "H", "H", "H", "H", "H", "C", "C", "C", "O", "C", "N", "H", "H", "H", "H", "H", "H", "H", "H", "H", "H", "H", "C", "C", "C", "O", "C", "N", "H", "H", "H", "H", "H", "H", "H", "H", "H", "H", "H", "C", "C", "C", "O", "C", "N", "H", "H", "H", "H", "H", "H", "H", "H", "H", "H", "H"], "xyz": [[2.67, 1.05, 2.70], [1.89, 0.97, 3.99], [0.90, 2.02, 3.97], [-0.28, 1.57, 4.53], [-0.45, 1.74, 5.89], [-1.40, 0.88, 3.64], [-0.99, 0.83, 2.17], [-0.61, 2.22, 1.49], [-0.90, 3.68, 2.01], [0.00, 2.03, 0.28], [-2.01, 0.15, 1.25], [-3.26, -0.37, 1.90], [-2.83, -2.26, 2.81], [-4.16, -0.72, 0.74], [-5.22, -1.47, 1.20], [-6.35, -1.53, 0.34], [-6.59, -2.83, -0.09], [-6.40, -3.86, 0.87], [-7.29, -3.72, 2.10], [-7.49, -4.97, 2.73], [-3.88, 0.56, 2.96], [-4.99, 1.48, 2.45], [-6.43, 1.03, 2.69], [-7.21, 1.47, 1.59], [-2.83, 1.43, 3.73], [-3.40, 1.61, 5.15], [-3.32, 3.00, 5.76], [-3.92, 4.12, 4.93], [-4.05, 2.85, 6.98], [1.96, 1.05, 1.87], [3.39, 0.24, 2.58], [3.18, 2.01, 2.68], [2.54, 1.10, 4.86], [1.42, -0.02, 4.08], [-0.45, 0.93, 6.40], [-1.44, -0.15, 4.03], [-0.08, 0.23, 2.10], [-0.46, 4.42, 1.34], [-1.98, 3.87, 2.00], [-0.52, 3.86, 3.01], [-0.11, 2.77, -0.33], [-1.55, -0.69, 0.75], [-2.34, 0.80, 0.45], [-3.53, -1.32, 0.07], [-4.44, 0.19, 0.21], [-6.19, -0.94, -0.56], [-7.22, -1.14, 0.87], [-6.67, -4.78, 0.37], [-5.35, -3.94, 1.16], [-6.83, -3.03, 2.82], [-8.26, -3.30, 1.84], [-6.66, -5.26, 3.09], [-4.32, -0.10, 3.71], [-4.86, 1.79, 1.41], [-4.87, 2.40, 3.02], [-6.51, -0.05, 2.86], [-6.79, 1.52, 3.60], [-8.03, 0.98, 1.55], [-2.83, 2.40, 3.25], [-4.45, 1.32, 5.21], [-2.87, 0.93, 5.82], [-2.29, 3.27, 6.02], [-3.88, 5.04, 5.50], [-4.94, 3.90, 4.62], [-3.32, 4.30, 4.03], [-3.97, 3.66, 7.49], [-2.33, -0.76, -4.00], [-1.42, 0.24, -3.29], [0.04, 0.21, -3.77], [0.79, -0.88, -3.27], [0.67, -2.09, -4.00], [-1.52, 0.04, -1.84], [-2.16, -1.77, -3.65], [-3.37, -0.52, -3.81], [-2.17, -0.73, -5.08], [-1.80, 1.24, -3.52], [0.54, 1.10, -3.39], [0.10, 0.24, -4.86], [0.57, -1.90, -5.07], [-0.17, -2.69, -3.65], [1.59, -2.66, -3.83], [-0.99, 0.77, -1.36], [-1.01, -0.82, -1.63], [2.76, 0.49, -9.65], [1.53, -0.36, -9.35], [0.81, 0.04, -8.05], [1.45, -0.40, -6.86], [2.51, 0.42, -6.40], [1.90, -1.77, -9.38], [3.61, 0.21, -9.02], [3.07, 0.34, -10.69], [2.56, 1.55, -9.51], [0.81, -0.19, -10.16], [-0.17, -0.43, -8.05], [0.65, 1.13, -8.01], [2.32, 1.48, -6.58], [3.46, 0.13, -6.86], [2.59, 0.26, -5.32], [1.07, -2.35, -9.29], [2.45, -1.97, -8.54], [6.94, -1.31, 7.50], [5.57, -1.82, 7.07], [5.50, -2.25, 5.61], [5.44, -1.20, 4.67], [6.69, -0.63, 4.31], [4.56, -0.80, 7.40], [7.14, -0.31, 7.12], [6.99, -1.26, 8.59], [7.73, -1.98, 7.16], [5.34, -2.70, 7.67], [4.57, -2.82, 5.46], [6.32, -2.93, 5.36], [7.48, -1.39, 4.30], [6.97, 0.18, 4.99], [6.59, -0.21, 3.31], [3.64, -1.17, 7.22], [4.67, -0.03, 6.74], [5.02, -5.12, 0.54], [5.52, -4.02, 1.46], [6.89, -3.45, 1.06], [7.99, -4.27, 1.39], [8.29, -5.29, 0.46], [5.51, -4.50, 2.84], [5.54, -6.07, 0.72], [3.96, -5.31, 0.72], [5.14, -4.85, -0.51], [4.81, -3.19, 1.40], [7.04, -2.52, 1.62], [6.91, -3.20, -0.01], [8.11, -4.96, -0.57], [7.73, -6.20, 0.65], [9.35, -5.52, 0.56], [5.75, -3.74, 3.46], [6.28, -5.16, 2.94], [-3.16, 4.50, -6.24], [-2.22, 3.38, -5.83], [-0.84, 3.86, -5.37], [0.03, 4.25, -6.42], [-0.13, 5.58, -6.88], [-2.13, 2.41, -6.93], [-2.91, 4.91, -7.21], [-4.18, 4.12, -6.31], [-3.15, 5.31, -5.51], [-2.67, 2.86, -4.98], [-0.33, 3.02, -4.88], [-0.92, 4.66, -4.63], [-0.39, 6.26, -6.07], [-0.88, 5.64, -7.67], [0.83, 5.89, -7.30], [-1.57, 1.61, -6.62], [-1.57, 2.83, -7.67]], "lumo_energy_ev": -4.70, "energy_ev": -84865.2393, "charge": 1, "e_above_lowest_kj_mol": 0.0, "homo_lumo_gap_ev": 5.91}

---

3.
{"formula": "C37H93F6MnN7O12", "method": "ωB97M-V/def2-TZVPD", "species": ["Mn", "C", "O", "O", "C", "F", "F", "F", "C", "C", "H", "H", "H", "H", "H", "H", "C", "O", "O", "C", "F", "F", "F", "C", "C", "H", "H", "H", "H", "H", "H", "C", "O", "H", "H", "H", "H", "C", "C", "C", "O", "C", "N", "H", "H", "H", "H", "H", "H", "H", "H", "H", "H", "H", "C", "C", "C", "O", "C", "N", "H", "H", "H", "H", "H", "H", "H", "H", "H", "H", "H", "C", "C", "C", "O", "C", "N", "H", "H", "H", "H", "H", "H", "H", "H", "H", "H", "H", "C", "C", "C", "O", "C", "N", "H", "H", "H", "H", "H", "H", "H", "H", "H", "H", "H", "C", "C", "C", "O", "C", "N", "H", "H", "H", "H", "H", "H", "H", "H", "H", "H", "H", "C", "C", "C", "O", "C", "N", "H", "H", "H", "H", "H", "H", "H", "H", "H", "H", "H", "C", "C", "C", "O", "C", "N", "H", "H", "H", "H", "H", "H", "H", "H", "H", "H", "H"], "xyz": [[0.67, -4.79, 1.07], [2.56, -3.59, 3.77], [2.03, -2.30, 4.04], [2.00, -3.96, 2.53], [4.05, -3.80, 4.06], [4.93, -3.82, 3.09], [4.46, -2.74, 4.77], [4.37, -4.91, 4.80], [2.43, -1.14, 3.43], [1.91, 0.03, 4.29], [0.88, 0.33, 4.07], [1.90, -0.27, 5.34], [2.61, 0.86, 4.34], [1.96, -0.99, 2.46], [3.51, -1.09, 3.29], [1.97, -4.06, 4.56], [0.04, -2.44, -1.21], [-0.74, -1.81, -0.17], [0.79, -3.47, -0.56], [-0.91, -2.60, -2.54], [-1.14, -1.36, -3.00], [-0.36, -3.25, -3.63], [-2.20, -2.98, -2.35], [-0.54, -0.44, 0.30], [-1.49, -0.27, 1.48], [-2.51, -0.41, 1.13], [-1.12, -0.93, 2.27], [-1.56, 0.80, 1.67], [-0.72, 0.33, -0.45], [0.48, -0.32, 0.66], [0.74, -1.71, -1.61], [-3.22, -1.76, -5.41], [-4.51, -1.34, -4.86], [-2.56, -1.13, -4.81], [-3.09, -2.82, -5.23], [-3.14, -1.50, -6.47], [-5.18, -1.66, -5.47], [0.61, 2.95, -1.51], [0.70, 3.99, -2.64], [1.73, 3.82, -3.72], [3.01, 3.91, -3.26], [4.00, 4.01, -4.29], [-0.64, 4.11, -3.05], [0.24, 2.02, -1.94], [-0.21, 3.09, -0.79], [1.52, 2.74, -0.95], [0.91, 4.97, -2.23], [1.37, 4.48, -4.51], [1.59, 2.76, -3.96], [4.93, 4.32, -3.81], [3.73, 4.73, -5.07], [4.02, 2.98, -4.62], [-0.87, 4.87, -3.67], [-1.24, 4.29, -2.25], [-1.37, 3.08, -6.26], [-0.17, 2.26, -6.51], [-0.07, 1.02, -5.67], [1.30, 0.52, -5.70], [1.47, -0.43, -4.57], [0.07, 1.99, -7.94], [-2.13, 2.37, -5.95], [-1.59, 3.71, -7.13], [-1.33, 3.65, -5.33], [0.60, 2.92, -6.11], [-0.79, 0.29, -6.04], [-0.34, 1.28, -4.64], [2.43, -0.89, -4.80], [0.77, -1.26, -4.68], [1.35, 0.04, -3.60], [0.88, 1.41, -7.81], [-0.69, 1.43, -8.27], [-3.50, -3.60, 2.31], [-2.23, -4.49, 2.01], [-2.37, -4.99, 0.47], [-1.15, -5.62, 0.11], [-1.18, -6.05, -1.27], [-1.00, -3.80, 2.13], [-4.39, -4.22, 2.45], [-3.80, -2.84, 1.59], [-3.29, -3.08, 3.24], [-2.25, -5.38, 2.64], [-2.49, -4.10, -0.16], [-3.19, -5.69, 0.33], [-0.19, -6.04, -1.73], [-1.76, -5.47, -1.99], [-1.63, -7.04, -1.37], [-1.22, -2.93, 1.65], [-1.09, -3.39, 3.05], [-0.36, -1.90, 7.19], [-0.97, -2.83, 6.11], [-2.52, -3.20, 6.29], [-2.98, -3.69, 7.56], [-2.48, -4.87, 8.05], [-0.67, -2.43, 4.78], [-0.99, -1.01, 7.15], [0.66, -1.57, 6.98], [-0.25, -2.32, 8.19], [-0.47, -3.80, 6.17], [-2.94, -3.79, 5.47], [-2.91, -2.18, 6.19], [-1.72, -4.78, 8.83], [-2.00, -5.43, 7.25], [-3.28, -5.47, 8.48], [-0.98, -1.48, 4.62], [0.33, -2.41, 4.68], [-5.45, 1.74, -2.83], [-4.34, 2.75, -2.53], [-3.56, 2.59, -1.14], [-2.69, 3.75, -0.89], [-3.36, 5.03, -0.64], [-3.39, 2.59, -3.62], [-5.13, 0.77, -3.20], [-6.18, 2.20, -3.49], [-5.99, 1.51, -1.90], [-4.71, 3.77, -2.65], [-2.90, 1.72, -1.14], [-4.17, 2.25, -0.31], [-3.90, 5.31, -1.54], [-2.63, 5.80, -0.38], [-4.00, 4.95, 0.23], [-2.94, 1.69, -3.56], [-2.57, 3.18, -3.49], [0.70, 7.56, 4.12], [1.29, 6.42, 3.39], [0.25, 5.25, 2.95], [1.04, 4.02, 2.85], [0.41, 2.90, 2.29], [1.86, 6.84, 2.12], [0.14, 8.14, 3.38], [1.46, 8.25, 4.47], [-0.03, 7.32, 4.90], [2.03, 5.94, 4.04], [-0.18, 5.61, 2.02], [-0.62, 5.13, 3.59], [0.03, 3.07, 1.28], [-0.45, 2.61, 2.90], [1.15, 2.13, 2.07], [2.07, 6.03, 1.56], [2.73, 7.34, 2.20], [4.38, -3.39, -2.09], [4.85, -3.11, -0.67], [4.71, -1.64, -0.22], [5.53, -0.81, -0.93], [5.37, 0.58, -0.76], [4.21, -4.06, 0.14], [4.47, -2.49, -2.69], [3.36, -3.76, -2.20], [4.99, -4.22, -2.45], [5.92, -3.32, -0.64], [5.02, -1.49, 0.81], [3.63, -1.48, -0.24], [5.97, 0.73, 0.14], [4.32, 0.84, -0.64], [5.99, 1.15, -1.46], [3.24, -4.03, -0.13], [4.22, -3.91, 1.14]], "lumo_energy_ev": [1.86, 1.86], "energy_ev": -122494.8325, "charge": -1, "spin_multiplicity": 7, "homo_lumo_gap_ev": [2.55, 7.52]}